The following is a DFT calculation (ωB97M-V/def2-TZVPD) of a structure of composition C35H33GaN6O3.

Output
Largest force on an atom   0.3 eV/A
Net charge   +2
Orbital gap   5.90 eV
E_tot   -104278.9420 eV

Atoms and positions in Å:
Ga1 -0.08912 1.49481 0.28203
C1 -1.17069 2.27264 -2.99918
C2 -1.47172 3.32539 -1.98066
C3 -2.11941 4.48988 -2.39583
C4 -2.36652 5.50593 -1.50330
C5 -1.95326 5.35125 -0.18760
C6 -1.33780 4.17291 0.17334
N1 -1.10934 3.16203 -0.69399
C7 -0.87825 3.93993 1.56006
C8 -1.06371 4.83396 2.60049
C9 -0.62285 4.48194 3.86556
C10 -0.01848 3.25169 4.06982
C11 0.14838 2.40335 2.98806
N2 -0.27078 2.76807 1.77085
C12 0.75057 1.05251 3.08231
C13 1.33572 0.61104 4.25447
C14 1.82917 -0.68503 4.29684
C15 1.72634 -1.46495 3.16607
C16 1.16701 -0.94923 1.99696
C17 1.13224 -1.82250 0.78589
N3 0.67364 0.30157 1.96710
H1 -1.38547 2.65632 -3.99316
H2 -0.12275 1.98538 -2.96867
H3 -1.78877 1.38728 -2.84520
H4 -2.40710 4.58288 -3.43306
H5 -2.85888 6.41486 -1.82103
H6 -2.10913 6.14323 0.52726
H7 -1.54801 5.78421 2.44289
H8 -0.76153 5.16246 4.69491
H9 0.30230 2.96335 5.05730
H10 1.41215 1.25349 5.11640
H11 2.28303 -1.07249 5.19876
H12 2.08731 -2.48389 3.15939
H13 1.51632 -2.80680 1.04052
H14 0.11851 -1.95058 0.40819
H15 1.75389 -1.41342 -0.00999
C18 4.03570 -5.28058 1.12906
O1 2.65238 -5.25499 0.79158
C19 2.32748 -4.89822 -0.48138
C20 3.21338 -4.29754 -1.37306
C21 2.75799 -3.90949 -2.62280
C22 1.44222 -4.12987 -2.99318
C23 0.58177 -4.79720 -2.13262
C24 1.01586 -5.15789 -0.87009
N4 0.97386 -3.76906 -4.31544
N5 0.83624 -2.57764 -4.60291
C25 1.04521 -1.56800 -3.59642
C26 2.16580 -0.78746 -3.56178
C27 2.32855 0.23376 -2.59950
C28 1.34904 0.49277 -1.67806
O2 1.43927 1.44359 -0.73230
C29 0.15415 -0.27464 -1.74817
N6 -0.82699 0.03787 -0.84460
C30 -1.98489 -0.59782 -0.87249
C31 -2.24760 -1.59885 -1.81225
C32 -1.27080 -1.94583 -2.71428
C33 -0.02286 -1.28934 -2.70050
H16 4.09335 -5.70956 2.12481
H17 4.46218 -4.27415 1.13399
H18 4.59514 -5.90851 0.43372
H19 4.24995 -4.13673 -1.11731
H20 3.44664 -3.45589 -3.32454
H21 -0.42188 -5.04330 -2.45754
H22 0.36382 -5.67895 -0.18187
H23 2.95797 -0.96584 -4.27692
H24 3.23670 0.82146 -2.58058
H25 -2.71317 -0.30771 -0.12987
H26 -3.21201 -2.08480 -1.81651
H27 -1.46171 -2.71428 -3.45260
C34 -3.95614 2.23255 1.40859
C35 -3.68965 0.89504 2.05357
O3 -2.26962 0.63598 2.00541
H28 -5.02714 2.42741 1.38062
H29 -3.58489 2.24576 0.38019
H30 -3.47889 3.03687 1.96939
H31 -4.22878 0.10106 1.52806
H32 -4.01889 0.88850 3.09397
H33 -2.09177 -0.18194 2.48281